# 1
{"formula": "C5H7DyO3", "method": "the ωB97M-V functional and the def2-TZVPD basis", "symbols": ["O", "C", "O", "Dy", "O", "C", "H", "H", "H", "C", "C", "C", "H", "H", "H", "H"], "positions_angstrom": [[0.08, -0.91, 1.80], [-0.11, -1.84, 1.04], [0.73, -2.71, 0.63], [-0.20, -3.67, -1.12], [-1.16, -1.80, 0.11], [-2.28, -0.78, 0.25], [-2.84, -1.08, 1.15], [-1.92, 0.22, 0.51], [-2.97, -0.90, -0.59], [0.72, 2.01, -1.51], [1.64, 2.38, -0.63], [2.37, 2.18, 0.44], [-0.33, 2.24, -1.33], [1.01, 1.43, -2.39], [3.34, 1.69, 0.34], [1.90, 1.53, 1.30]], "mulliken_charge": [-0.526, 1.177, -0.906, 1.362, -0.371, -0.579, 0.313, 0.252, 0.290, -0.354, 0.395, -0.388, 0.323, 0.310, 0.359, 0.344], "s2": 9.7985, "homo_lumo_gap_ev": [8.21, 6.31], "spin_multiplicity": 6, "charge": 2}



# 2
{"formula": "C16H64O16", "method": "the ωB97M-V functional and the def2-TZVPD basis", "symbols": ["C", "O", "H", "H", "H", "H", "C", "O", "H", "H", "H", "H", "C", "O", "H", "H", "H", "H", "C", "O", "H", "H", "H", "H", "C", "O", "H", "H", "H", "H", "C", "O", "H", "H", "H", "H", "C", "O", "H", "H", "H", "H", "C", "O", "H", "H", "H", "H", "C", "O", "H", "H", "H", "H", "C", "O", "H", "H", "H", "H", "C", "O", "H", "H", "H", "H", "C", "O", "H", "H", "H", "H", "C", "O", "H", "H", "H", "H", "C", "O", "H", "H", "H", "H", "C", "O", "H", "H", "H", "H", "C", "O", "H", "H", "H", "H"], "positions_angstrom": [[0.96, -4.92, 3.35], [-0.40, -5.36, 3.12], [1.61, -5.79, 3.20], [1.27, -4.10, 2.70], [1.13, -4.69, 4.40], [-0.41, -6.23, 2.70], [0.51, 0.23, -0.75], [0.40, -0.85, 0.15], [0.45, -0.23, -1.74], [-0.45, 0.73, -0.60], [1.30, 0.97, -0.64], [0.29, -0.54, 1.05], [-0.42, 5.21, -0.57], [-1.42, 5.31, -1.59], [-0.61, 4.63, 0.34], [0.31, 4.63, -1.13], [-0.20, 6.25, -0.33], [-1.50, 4.43, -1.97], [6.62, 1.63, -1.02], [7.57, 1.63, -2.13], [5.61, 1.33, -1.31], [6.98, 1.11, -0.14], [6.45, 2.67, -0.72], [7.40, 0.80, -2.59], [3.28, 3.95, 0.04], [4.39, 4.09, 0.97], [3.48, 4.46, -0.90], [3.14, 2.94, -0.34], [2.37, 4.38, 0.45], [4.55, 5.03, 1.11], [-3.25, -1.51, 0.67], [-3.70, -2.31, 1.70], [-3.76, -1.61, -0.28], [-3.45, -0.50, 1.02], [-2.17, -1.60, 0.56], [-3.35, -1.99, 2.53], [-2.82, -0.36, -3.37], [-2.62, 0.97, -3.79], [-2.36, -1.11, -4.02], [-2.43, -0.29, -2.36], [-3.90, -0.50, -3.49], [-3.23, 1.00, -4.53], [0.79, -6.29, -3.56], [0.69, -4.95, -4.09], [1.75, -6.73, -3.29], [0.07, -6.27, -2.74], [0.35, -7.00, -4.25], [0.70, -4.26, -3.42], [-0.20, 3.06, -3.84], [-1.11, 2.87, -2.70], [-0.60, 2.89, -4.84], [0.31, 4.02, -3.87], [0.63, 2.35, -3.84], [-1.74, 2.18, -2.90], [-3.48, -3.94, 4.70], [-2.52, -3.19, 3.99], [-3.05, -4.62, 5.44], [-4.34, -3.38, 5.06], [-3.82, -4.63, 3.93], [-1.78, -3.74, 3.73], [-4.73, 3.00, 0.08], [-6.01, 2.95, 0.57], [-4.14, 2.13, 0.35], [-4.75, 3.23, -0.98], [-4.19, 3.83, 0.54], [-6.39, 3.77, 0.24], [3.87, 3.10, 3.94], [4.90, 2.62, 3.07], [3.94, 2.56, 4.88], [3.95, 4.18, 4.07], [2.86, 2.94, 3.56], [4.89, 3.09, 2.24], [-0.20, 0.90, -7.22], [1.03, 1.53, -7.05], [-0.22, 0.13, -7.99], [-0.50, 0.41, -6.29], [-0.98, 1.61, -7.48], [1.12, 2.33, -7.58], [-1.06, -3.71, -1.32], [0.33, -3.44, -1.59], [-1.10, -4.37, -0.46], [-1.43, -2.73, -1.02], [-1.62, -4.11, -2.16], [0.60, -2.82, -0.90], [-1.03, -0.71, 5.89], [-2.03, -0.60, 4.86], [-0.86, 0.30, 6.27], [-1.53, -1.23, 6.71], [-0.19, -1.35, 5.63], [-2.45, -1.46, 4.84], [1.63, 0.00, 3.52], [0.34, -0.21, 2.95], [1.69, 0.95, 4.06], [1.94, -0.81, 4.17], [2.34, 0.10, 2.69], [-0.29, -0.40, 3.65]], "mulliken_charge": [-0.596, -0.520, 0.409, 0.173, 0.232, 0.300, -0.396, -0.364, 0.282, 0.322, 0.033, 0.193, -0.489, -0.565, 0.230, 0.133, 0.330, 0.442, -0.402, -0.517, 0.211, 0.282, 0.120, 0.301, -0.600, -0.534, 0.356, 0.149, 0.319, 0.251, -0.093, -0.600, 0.292, 0.291, -0.148, 0.275, -0.379, -0.497, 0.260, -0.043, 0.389, 0.247, -0.529, -0.521, 0.226, 0.197, 0.277, 0.389, -0.761, -0.548, 0.225, 0.375, 0.312, 0.329, -0.742, -0.137, 0.285, 0.314, 0.283, 0.078, -0.347, -0.528, 0.049, 0.224, 0.284, 0.327, -0.507, -0.548, 0.287, 0.275, 0.109, 0.430, -0.491, -0.509, 0.308, 0.113, 0.276, 0.309, -0.028, -0.568, 0.235, -0.310, 0.341, 0.241, -0.729, -0.602, 0.240, 0.362, 0.267, 0.373, -0.640, -0.395, 0.188, 0.311, 0.349, 0.175], "e_above_lowest_kcal_mol": 185.9, "homo_lumo_gap_ev": 9.83, "spin_multiplicity": 1}



# 3
{"formula": "C5H6N2", "method": "the ωB97M-V functional and the def2-TZVPD basis", "symbols": ["C", "C", "C", "N", "C", "C", "N", "H", "H", "H", "H", "H", "H"], "positions_angstrom": [[-1.44, -0.57, 0.05], [-2.37, 0.52, -0.30], [0.31, 1.03, 0.57], [1.59, 1.26, 0.48], [2.12, 0.09, -0.01], [1.14, -0.85, -0.21], [-0.04, -0.22, 0.16], [-1.66, -1.11, -0.91], [-1.79, -1.23, 0.85], [-1.76, 1.25, -0.87], [-0.45, 1.71, 0.94], [3.18, 0.00, -0.20], [1.19, -1.87, -0.55]], "mulliken_charge": [-0.184, -0.644, -0.179, -0.614, -0.410, -0.238, 0.152, 0.312, 0.346, 0.279, 0.418, 0.380, 0.382], "e_above_lowest_kcal_mol": 99.2, "homo_lumo_gap_ev": 8.20, "spin_multiplicity": 1}



# 4
{"formula": "C42H34BrN6O3SV", "method": "the ωB97M-V functional and the def2-TZVPD basis", "symbols": ["V", "O", "C", "C", "C", "C", "C", "C", "N", "H", "H", "H", "H", "H", "H", "H", "N", "C", "C", "C", "C", "C", "C", "C", "C", "N", "C", "H", "H", "H", "H", "H", "H", "H", "H", "Br", "C", "C", "C", "C", "C", "C", "N", "N", "C", "C", "C", "C", "O", "C", "N", "C", "C", "C", "C", "H", "H", "H", "H", "H", "H", "H", "H", "H", "O", "S", "C", "C", "C", "C", "C", "C", "C", "C", "C", "C", "C", "C", "H", "H", "H", "H", "H", "H", "H", "H", "H", "H"], "positions_angstrom": [[-0.69, -1.41, 0.26], [0.59, -1.55, 3.35], [-0.06, -2.81, 3.37], [0.24, -3.66, 2.16], [0.78, -4.92, 2.34], [1.05, -5.74, 1.26], [0.76, -5.26, -0.01], [0.24, -3.99, -0.13], [-0.03, -3.18, 0.92], [1.53, -1.67, 3.52], [-1.13, -2.59, 3.39], [0.20, -3.36, 4.27], [0.99, -5.26, 3.35], [1.46, -6.73, 1.40], [0.96, -5.86, -0.88], [0.01, -3.59, -1.11], [-2.56, -2.46, -0.21], [-3.56, -1.97, 0.68], [-4.87, -2.40, 0.66], [-5.82, -1.83, 1.52], [-5.47, -0.79, 2.34], [-4.13, -0.34, 2.40], [-3.71, 0.75, 3.20], [-2.39, 1.09, 3.21], [-1.47, 0.34, 2.47], [-1.81, -0.68, 1.69], [-3.15, -0.98, 1.60], [-2.49, -1.87, -1.05], [-2.76, -3.40, -0.53], [-5.16, -3.17, -0.04], [-6.84, -2.19, 1.50], [-6.20, -0.30, 2.97], [-4.44, 1.30, 3.78], [-2.04, 1.93, 3.79], [-0.42, 0.56, 2.54], [-1.40, 6.99, 5.24], [-0.20, 6.38, 3.90], [0.07, 5.02, 3.80], [0.95, 4.57, 2.84], [1.60, 5.48, 1.99], [1.33, 6.85, 2.13], [0.41, 7.29, 3.06], [2.67, 5.11, 1.16], [2.75, 4.01, 0.59], [1.69, 3.13, 0.43], [0.42, 3.55, 0.02], [-0.57, 2.64, -0.35], [-0.36, 1.27, -0.20], [-1.22, 0.33, -0.53], [0.90, 0.84, 0.30], [1.01, -0.52, 0.49], [2.23, -0.99, 0.82], [3.33, -0.17, 1.02], [3.21, 1.20, 0.91], [1.96, 1.74, 0.53], [-0.41, 4.33, 4.48], [1.18, 3.52, 2.77], [1.83, 7.55, 1.48], [0.20, 8.35, 3.16], [0.24, 4.61, -0.07], [-1.52, 2.99, -0.73], [2.33, -2.06, 0.93], [4.28, -0.61, 1.28], [4.04, 1.86, 1.09], [-0.55, -1.82, -2.12], [-0.29, -0.50, -2.83], [-0.26, -0.93, -4.58], [-0.02, -2.23, -5.01], [-0.07, -2.51, -6.36], [-0.37, -1.50, -7.27], [-0.61, -0.21, -6.83], [-0.57, 0.08, -5.48], [1.50, -0.28, -2.76], [2.03, 0.99, -2.92], [3.41, 1.15, -2.91], [4.24, 0.05, -2.73], [3.69, -1.21, -2.55], [2.31, -1.38, -2.56], [0.19, -3.00, -4.28], [0.12, -3.52, -6.71], [-0.41, -1.73, -8.33], [-0.85, 0.57, -7.55], [-0.78, 1.08, -5.12], [1.38, 1.84, -3.05], [3.83, 2.14, -3.02], [5.31, 0.18, -2.74], [4.33, -2.07, -2.40], [1.87, -2.36, -2.42]], "mulliken_charge": [0.290, -0.432, -0.975, 0.847, -0.895, -0.637, -1.097, -0.495, 0.906, 0.346, 0.097, 0.537, 0.471, 0.433, 0.537, 0.716, 0.000, 0.340, -0.708, -0.802, -0.930, 0.625, -0.998, -1.243, -0.276, 1.068, 0.269, 0.272, 0.292, 0.467, 0.422, 0.446, 0.452, 0.447, 0.689, -0.181, 0.027, -0.649, 0.247, 0.149, -0.453, -0.453, -0.819, -0.208, -0.440, -0.185, -1.328, 1.416, -0.871, -0.630, 1.733, -0.763, -1.361, -1.207, 1.251, 0.435, 0.436, 0.424, 0.425, 0.551, 0.572, 0.467, 0.501, 0.572, -0.876, 0.459, 0.544, -0.168, -0.807, -0.492, -0.807, -0.206, 0.625, -0.270, -0.548, -0.631, -0.743, -0.117, 0.289, 0.423, 0.408, 0.412, 0.455, 0.354, 0.438, 0.424, 0.461, 0.236], "s2": 1.1972, "homo_lumo_gap_ev": [6.09, 4.37], "spin_multiplicity": 2, "charge": 1}



# 5
{"formula": "C3H5NO2", "method": "the ωB97M-V functional and the def2-TZVPD basis", "symbols": ["C", "C", "O", "C", "N", "O", "H", "H", "H", "H", "H"], "positions_angstrom": [[-1.71, 0.18, -0.11], [-0.35, -0.66, -0.17], [-0.11, -1.83, -0.40], [0.79, 0.31, 0.14], [2.06, -0.13, 0.15], [0.48, 1.46, 0.37], [-2.37, -0.22, 0.66], [-1.61, 1.25, 0.13], [-2.22, 0.16, -1.08], [2.32, -1.09, -0.04], [2.75, 0.57, 0.36]], "mulliken_charge": [-0.891, 0.636, -0.545, 0.488, -0.388, -0.614, 0.275, 0.287, 0.278, 0.230, 0.242], "e_above_lowest_kcal_mol": 14.8, "homo_lumo_gap_ev": 9.83, "spin_multiplicity": 1}



# 6
{"formula": "CHCl2NO", "method": "the ωB97M-V functional and the def2-TZVPD basis", "symbols": ["C", "N", "O", "Cl", "Cl", "H"], "positions_angstrom": [[-0.31, 0.40, -0.01], [0.56, -0.39, -0.75], [0.93, 0.83, -0.19], [-1.72, 1.22, -0.58], [1.16, -1.84, 0.18], [-0.63, -0.21, 1.35]], "mulliken_charge": [0.249, -0.117, -0.199, -0.114, -0.085, 0.266], "e_above_lowest_kcal_mol": 65.3, "homo_lumo_gap_ev": 10.68, "spin_multiplicity": 1}